# C20H15I2N3O4S5Ta

A molecular structure, C20H15I2N3O4S5Ta at a distorted geometry (ωB97M-V with the def2-TZVPD basis set, the OMol25 dataset).

```
50
Properties=species:S:1:pos:R:3:forces:R:3
Ta -0.4830 -0.0403 0.8298 2.689 0.902 1.807
I -4.4739 -1.7028 -1.4869 -0.125 -0.046 0.190
C -4.4034 -1.5279 0.5881 0.716 0.107 -0.574
C -5.5171 -1.8174 1.3969 -0.133 -0.029 0.288
C -5.4469 -1.6901 2.7594 -0.310 -0.107 0.040
I -7.1451 -2.1647 3.8939 0.223 0.065 -0.145
C -4.2541 -1.2412 3.3894 0.174 0.047 -0.109
C -4.0558 -1.0542 4.7722 0.105 0.051 0.022
C -2.8478 -0.5911 5.2272 -0.146 -0.059 0.064
C -1.8274 -0.2958 4.3139 0.187 0.098 -0.080
N -1.9694 -0.4630 3.0166 0.230 0.284 -0.694
C -3.1553 -0.9413 2.5598 0.016 -0.025 0.028
C -3.2296 -1.1214 1.1639 -1.136 -0.208 0.618
O -2.0904 -0.8482 0.5054 -0.488 -0.283 -0.843
H -6.4332 -2.1520 0.9315 0.012 0.014 -0.031
H -4.8591 -1.2747 5.4620 0.000 0.002 0.013
H -2.6751 -0.4427 6.2833 0.022 0.009 -0.012
H -0.8729 0.0896 4.6534 0.003 0.009 -0.023
S 6.2508 1.1187 2.0429 -0.149 -0.074 0.076
C 4.6601 0.8209 2.0676 0.119 0.141 -0.296
S 3.9596 -0.7797 2.0678 -0.018 0.094 0.100
C 2.2949 -0.2735 2.1184 -0.028 0.246 -0.155
C 2.0618 1.0745 2.0880 -0.142 -0.230 -0.167
S 0.4799 1.7942 2.1246 -0.872 -0.284 -0.093
S 3.4602 2.1041 1.9988 0.033 -0.203 0.117
S 1.0382 -1.4623 2.1200 -1.086 0.446 -0.969
C 3.4889 2.3880 -1.9167 -0.018 -0.169 -0.099
C 3.4571 1.1388 -2.7941 -0.089 0.195 0.106
C 2.0628 0.4753 -2.8653 0.297 0.096 -0.219
C 2.1529 -0.7867 -3.7591 -0.179 -0.049 -0.012
C 0.8321 -1.5275 -3.9478 0.157 0.055 0.048
C 1.1045 1.4463 -3.5391 -0.025 -0.088 0.035
O 1.3128 1.9273 -4.6162 0.002 0.002 0.011
N -0.0844 1.7664 -2.8617 -0.106 0.083 0.008
C -0.4243 1.3170 -1.6331 0.007 0.090 -0.035
O -1.4351 1.6471 -1.0087 -0.010 -0.375 0.446
N 0.4091 0.4374 -1.0044 0.003 -0.680 0.668
C 1.6576 0.0515 -1.4776 0.236 -0.379 0.248
O 2.3551 -0.6328 -0.7601 -0.093 0.172 -0.422
H 4.4900 2.8159 -1.9225 -0.022 0.056 0.046
H 3.2348 2.1529 -0.8802 0.010 0.035 -0.018
H 2.7972 3.1495 -2.2839 0.026 0.039 0.015
H 4.1577 0.3947 -2.4164 -0.015 -0.037 -0.025
H 3.7424 1.3963 -3.8135 0.007 -0.064 -0.024
H 2.8959 -1.4488 -3.3142 0.031 0.042 0.014
H 2.5270 -0.4531 -4.7270 0.055 0.004 0.016
H 0.4332 -1.8952 -2.9990 -0.019 -0.012 -0.012
H 0.9984 -2.3893 -4.5922 -0.097 -0.021 0.007
H 0.0804 -0.8953 -4.4245 -0.024 -0.023 -0.007
H -0.7124 2.4064 -3.3306 -0.031 0.059 0.037
```
Forces are in eV/Å.

## Properties
Energy relative to the best compared isomer or geometry (same formula, charge and spin) (eV): 1.224
E_tot (eV): -105571.2633
2S+1: 1
Net charge: +1
Lowest unoccupied orbital energy (alpha / beta) (Eh): -0.1876 / -0.1875


# C20H15NO

A molecular structure, C20H15NO at a distorted geometry (ωB97M-V with the def2-TZVPD basis set, the OMol25 dataset).

```
37
Properties=species:S:1:pos:R:3:forces:R:3
O 0.6538 0.9681 0.2111 -0.900 -0.365 -2.462
C 0.9346 0.7269 1.4778 -0.046 -1.213 1.307
C 0.8626 1.8139 2.4028 -0.039 -0.590 -0.882
C 1.1610 1.6403 3.7381 -0.031 0.064 -0.247
C 1.4578 0.3652 4.2377 0.195 -0.074 -0.034
C 1.6886 0.2275 5.6473 0.361 -0.183 2.460
N 1.8503 0.1642 6.8071 -0.322 0.075 -2.541
C 1.5374 -0.7302 3.3644 -0.108 0.346 -0.113
C 1.2939 -0.5549 2.0082 -0.091 0.748 -0.294
H 0.5415 2.7668 1.9996 0.176 0.057 0.117
H 1.1773 2.5126 4.3946 -0.161 -0.382 -0.079
H 1.7987 -1.7217 3.7371 -0.094 0.331 -0.020
H 1.3868 -1.4082 1.3462 -0.059 0.121 0.054
C 0.2615 -0.2818 -1.0780 0.753 0.047 1.128
C -0.9138 -1.0598 -0.6394 -0.821 -0.064 1.329
C -0.7396 -2.3439 -0.0715 0.278 0.621 -0.052
C -1.7423 -2.9478 0.6758 -0.140 -0.129 -0.321
C -3.0079 -2.3598 0.7571 0.401 0.289 -0.200
C -3.2336 -1.1299 0.1331 0.200 -0.070 -0.092
C -2.1839 -0.4679 -0.5172 -0.044 -0.007 0.175
C 0.2828 0.3455 -2.4266 0.253 1.214 -0.216
C 1.5137 0.3693 -3.1165 -0.085 0.108 0.586
C 1.7336 1.2016 -4.2056 -0.303 -0.005 -0.370
C 0.7033 2.0334 -4.6692 0.116 -0.224 0.578
C -0.5528 1.9694 -4.0512 0.155 -0.344 -0.232
C -0.7859 1.0702 -3.0006 0.231 0.381 0.048
H 1.1959 -0.7877 -0.8801 -0.013 -0.391 -0.263
H 0.2349 -2.8249 -0.1759 -0.233 0.093 0.154
H -1.5287 -3.8828 1.1971 -0.145 0.222 -0.249
H -3.7913 -2.8447 1.3276 0.017 0.068 -0.066
H -4.2229 -0.6664 0.1837 0.409 -0.107 0.034
H -2.3325 0.5601 -0.8571 -0.014 -0.455 0.204
H 2.3168 -0.2685 -2.7438 -0.076 0.314 -0.042
H 2.7125 1.2121 -4.6909 -0.352 -0.018 0.147
H 0.8926 2.7271 -5.4898 -0.120 -0.190 0.256
H -1.3511 2.6349 -4.4005 0.232 -0.480 0.127
H -1.8056 0.9719 -2.6324 0.421 0.195 0.073
```
Forces are in eV/Å.

## Properties
Energy relative to the best compared isomer or geometry (same formula, charge and spin) (eV): 1.110
E_tot (eV): -24519.0094
2S+1: 1
Lowest unoccupied orbital energy (Eh): -0.0254


# C20H16AsN2O6RhS3Te

A molecular structure, C20H16AsN2O6RhS3Te at a distorted geometry (ωB97M-V with the def2-TZVPD basis set, the OMol25 dataset).

```
50
Properties=species:S:1:pos:R:3:forces:R:3
Rh -0.2540 0.8325 0.4645 1.367 -0.422 -0.227
O 2.4885 -1.3364 2.4971 -0.356 -0.062 0.063
As 2.8708 -0.0324 1.4104 0.461 -0.050 -0.087
O 4.3643 -0.2602 0.8476 0.415 0.155 -0.011
O 1.7212 0.0661 0.1547 -0.832 0.209 0.132
C 2.7788 1.6529 2.4063 -0.223 -0.327 -0.045
C 3.9815 2.3558 2.4128 -0.024 -0.061 -0.060
C 4.0747 3.5822 3.0497 0.028 0.087 0.013
C 2.9666 4.1284 3.6829 -0.006 0.025 -0.032
C 1.7671 3.4397 3.6882 -0.028 -0.136 -0.006
C 1.6773 2.2026 3.0575 -0.067 0.001 0.110
S 0.0452 1.4848 3.1489 -0.334 0.507 0.520
O -0.7334 2.2437 2.1194 0.020 -0.172 0.102
O -0.4346 1.6745 4.4816 0.038 -0.001 -0.005
O 0.1097 0.0791 2.6968 0.236 0.073 -0.281
H 1.5645 -1.2518 2.7807 0.074 0.035 0.063
H 4.8270 1.9115 1.9007 0.026 0.012 0.037
H 5.0164 4.1157 3.0556 0.003 -0.010 -0.018
H 3.0344 5.0891 4.1760 0.019 -0.005 0.011
H 0.8894 3.8248 4.1901 0.066 0.093 0.029
S -6.0520 -0.7155 1.6854 -0.128 0.181 -0.086
C -4.5359 -0.2265 0.8927 0.047 0.006 -0.072
C -4.2895 1.0829 0.4923 -0.066 -0.080 -0.042
C -3.0933 1.3832 -0.1257 -0.074 -0.044 -0.054
N -2.1520 0.4592 -0.3644 -0.601 -0.075 0.022
C -2.3926 -0.8098 0.0169 -0.318 -0.015 -0.186
C -3.5544 -1.1856 0.6595 -0.081 -0.042 -0.068
C -7.2031 -0.2156 0.3955 0.238 -0.181 0.196
C -7.6996 1.0744 0.3020 -0.068 -0.013 -0.031
C -8.5273 1.3729 -0.7734 0.032 0.013 0.081
N -8.8828 0.4844 -1.6933 -0.133 0.031 -0.118
C -8.4398 -0.7607 -1.5624 0.065 -0.036 0.055
C -7.5963 -1.1647 -0.5359 -0.034 0.095 -0.080
H -5.0092 1.8669 0.6679 -0.049 0.028 0.000
H -2.8647 2.3935 -0.4374 0.063 0.005 0.048
H -1.6465 -1.5445 -0.2642 0.088 0.026 0.168
H -3.7127 -2.2159 0.9443 0.015 -0.006 -0.015
H -7.4688 1.8242 1.0454 0.060 0.014 -0.002
H -8.9214 2.3752 -0.9009 0.008 -0.007 0.036
H -8.7636 -1.4660 -2.3196 0.012 -0.013 0.025
H -7.2469 -2.1851 -0.4643 0.012 -0.001 -0.038
Te 1.3251 2.6996 -0.6735 -0.045 0.608 -0.136
C 0.5285 4.5998 -0.3216 -0.256 -0.384 0.057
C 1.2037 5.7925 -0.2211 0.138 -0.179 -0.137
C 0.3598 6.8866 0.0671 -0.045 0.113 0.025
C -0.9498 6.5194 0.1829 -0.109 -0.130 0.010
S -1.1593 4.8394 -0.0350 0.312 0.083 0.019
H 2.2730 5.8669 -0.3619 -0.003 0.023 0.025
H 0.7051 7.9036 0.1813 -0.002 -0.003 0.002
H -1.8011 7.1473 0.3940 0.039 0.032 -0.011
```
Forces are in eV/Å.

## Properties
E_tot (eV): -139907.4906
2S+1: 5
<S²>: 6.0215
Lowest unoccupied orbital energy (alpha / beta) (Eh): -0.0323 / -0.0897


# C20H16AuClNPSe

A molecular structure, C20H16AuClNPSe at a distorted geometry (ωB97M-V with the def2-TZVPD basis set, the OMol25 dataset).

```
41
Properties=species:S:1:pos:R:3:forces:R:3
Au -1.2957 1.5513 -2.2040 0.015 -0.736 0.197
Cl 1.8762 -0.0532 -2.8479 -0.052 -0.033 0.073
C 2.3671 0.5057 -1.2760 0.200 -0.002 -0.279
C 3.6878 0.8806 -1.1064 0.026 0.039 0.059
C 4.1100 1.3431 0.1308 -0.047 -0.041 0.003
C 3.2127 1.4263 1.1854 -0.037 -0.016 -0.077
C 1.8937 1.0404 0.9998 0.049 0.008 0.092
C 1.4528 0.5675 -0.2339 -0.238 -0.015 0.174
P -0.2841 0.1254 -0.5274 0.285 0.257 -0.049
C -1.1332 0.4817 1.0295 0.013 0.048 0.020
C -1.4906 -0.5109 1.9361 0.034 -0.025 0.026
C -2.1136 -0.1675 3.1286 -0.013 -0.003 -0.011
C -2.3797 1.1623 3.4185 0.013 0.009 -0.021
C -2.0329 2.1559 2.5110 -0.019 -0.022 0.018
C -1.4187 1.8182 1.3169 -0.005 0.023 -0.025
C -0.2983 -1.6755 -0.7009 0.028 -0.023 -0.021
C 0.7598 -2.4399 -0.2129 0.000 -0.044 0.043
C 0.7273 -3.8227 -0.3170 -0.048 0.016 -0.031
C -0.3664 -4.4505 -0.8970 0.006 0.029 0.019
C -1.4231 -3.6926 -1.3831 0.002 -0.019 0.026
C -1.3848 -2.3100 -1.2934 0.009 -0.025 -0.099
H 4.3690 0.8200 -1.9432 0.001 0.006 -0.001
H 5.1419 1.6380 0.2660 -0.009 0.034 -0.009
H 3.5325 1.8000 2.1482 0.004 -0.010 0.005
H 1.1972 1.1104 1.8247 0.000 0.000 -0.006
H -1.2798 -1.5503 1.7181 0.001 0.004 -0.002
H -2.3893 -0.9425 3.8317 0.003 -0.001 0.000
H -2.8603 1.4265 4.3514 -0.009 0.000 -0.004
H -2.2458 3.1938 2.7295 0.007 0.002 0.003
H -1.1518 2.5962 0.6089 0.022 -0.009 0.005
H 1.6115 -1.9592 0.2514 0.007 0.022 -0.022
H 1.5599 -4.4076 0.0508 -0.008 -0.004 0.019
H -0.3926 -5.5294 -0.9754 0.003 0.000 -0.014
H -2.2734 -4.1774 -1.8441 0.002 -0.002 -0.006
H -2.1958 -1.7248 -1.7132 -0.008 0.053 0.041
Se 1.6335 5.5213 -1.6393 -0.169 -0.456 -0.039
C 0.7609 3.9772 -1.8856 0.265 0.460 0.117
N 0.1911 2.9720 -2.0397 -0.169 0.084 -0.005
C -2.9032 0.6542 -2.7121 -0.291 0.965 -0.474
H -2.9934 0.0555 -3.6173 0.097 -0.364 0.212
H -3.7784 0.5907 -2.0675 0.031 -0.211 0.045
```
Forces are in eV/Å.

## Properties
E_tot (eV): -113337.4367
2S+1: 1
Lowest unoccupied orbital energy (alpha / beta) (Eh): -0.0481 / -0.0337


# C20H16F7N3O2

A single C20H16F7N3O2 molecule at a distorted geometry (ωB97M-V with the def2-TZVPD basis set, the OMol25 dataset).

```
48
Properties=species:S:1:pos:R:3:forces:R:3
C -0.9903 0.0161 -3.1378 -0.085 0.220 0.271
C -2.3407 -0.0463 -2.3823 0.300 1.038 -0.056
C -3.4563 -0.2964 -3.3978 -0.010 0.921 -0.223
C -2.5301 1.3057 -1.6510 0.282 -2.119 -0.163
C -1.6779 1.4069 -0.3974 0.259 0.282 -0.325
O -1.4201 2.5375 -0.0387 0.400 0.145 0.808
C -1.1893 0.2023 0.3332 -0.869 -1.172 -0.645
C -1.5601 -1.0551 -0.1240 1.445 3.319 0.910
C -2.3970 -1.1695 -1.3590 -0.129 -0.942 0.681
N -1.0802 -2.1659 0.5203 -0.186 -2.597 -0.502
C -0.2519 -2.0944 1.6416 0.515 0.832 1.005
N 0.3199 -3.0370 2.4681 -0.885 -2.059 -1.248
N 1.0165 -2.5133 3.5129 -0.453 -0.204 -0.464
C 0.8984 -1.2119 3.3831 -1.215 0.264 -1.925
C 1.5215 -0.2226 4.3572 -0.575 -1.073 -0.065
F 2.7111 0.2140 3.8830 -0.637 -0.044 0.765
F 1.6704 -0.7950 5.5833 0.418 0.584 -0.980
F 0.6915 0.8308 4.5294 0.586 -0.124 -0.187
C 0.1007 -0.9059 2.1772 0.585 1.128 1.517
C -0.2711 0.4071 1.5388 0.063 0.041 -0.293
C 0.9891 1.1096 1.1169 0.800 0.591 -0.396
C 1.3370 2.3294 1.7087 -0.836 0.675 0.756
C 2.4509 3.0898 1.3596 -0.492 -0.652 -0.714
F 2.6935 4.3200 1.8568 -0.303 -0.435 0.258
C 3.2741 2.5988 0.3820 0.664 -1.340 -0.260
C 3.0063 1.3087 -0.1534 0.267 1.172 -0.547
C 1.8470 0.5885 0.1284 1.667 1.856 0.896
O 1.5999 -0.6192 -0.4434 0.786 -2.332 -1.930
C 2.4922 -1.2777 -1.3525 -0.753 0.136 1.788
F 3.6536 -1.7077 -0.7208 -1.357 1.651 -1.335
F 2.7103 -0.5235 -2.4766 0.171 -1.398 1.780
F 1.8863 -2.4321 -1.6772 0.040 1.134 -0.302
H -1.0868 0.5617 -4.1011 0.050 -0.281 0.676
H -0.6364 -0.9812 -3.3292 0.130 -0.590 -0.430
H -0.1962 0.4748 -2.5368 -0.210 0.150 -0.067
H -4.4354 -0.1839 -2.9055 0.211 -0.125 -0.316
H -3.3550 -1.2992 -3.7993 -0.137 -0.197 -0.191
H -3.3805 0.4337 -4.2483 -0.184 -0.632 0.781
H -2.3503 2.0940 -2.3607 0.251 0.625 0.144
H -3.5425 1.3679 -1.3074 -0.873 0.183 0.188
H -2.0465 -2.0630 -1.8432 -0.114 -0.772 -0.472
H -3.4341 -1.3510 -1.0242 0.192 0.055 -0.278
H -1.2248 -3.0780 0.0686 0.098 0.800 0.395
H 0.2008 -4.0726 2.3240 0.547 1.784 0.716
H -0.7603 1.0672 2.2493 -0.172 0.052 0.160
H 0.6446 2.7424 2.4666 0.457 -0.283 -0.520
H 4.1941 3.1231 0.0997 -0.501 -0.170 0.019
H 3.7041 0.9720 -0.9211 -0.209 -0.096 0.317
```
Forces are in eV/Å.

## Properties
Energy relative to the best compared isomer or geometry (same formula, charge and spin) (eV): 0.083
SMILES: CC1(C)CC(=O)C2=C(C1)Nc1[nH]nc(C(F)(F)F)c1[C@H]2c1cc(F)ccc1OC(F)(F)F
E_tot (eV): -48587.6264
2S+1: 1
Lowest unoccupied orbital energy (Eh): 0.0053


# C20H16FN3O3S

A single C20H16FN3O3S molecule at a distorted geometry (ωB97M-V with the def2-TZVPD basis set, the OMol25 dataset).

```
44
Properties=species:S:1:pos:R:3:forces:R:3
O 0.2885 1.2392 -1.1796 -0.226 0.277 0.147
C 1.1215 0.4622 -1.5856 0.027 -0.353 -0.392
C 0.7417 -0.5876 -2.6319 0.074 -0.302 0.132
S 1.7041 -2.1300 -2.5325 -0.244 -0.028 -0.244
C 1.3546 -2.5582 -0.8749 0.738 -0.442 -0.024
C 2.0268 -3.3819 -0.0095 -0.233 0.492 -0.742
C 1.2894 -3.3469 1.1885 -0.925 0.550 0.091
C 0.2201 -2.5056 0.9713 1.038 -0.822 0.237
C -0.8403 -2.1080 1.8407 -0.769 0.400 0.381
N -1.7837 -1.3578 1.4214 0.641 -0.389 -0.616
N -2.7615 -0.9956 2.2484 -0.030 -0.289 1.237
C -3.8714 -0.2699 1.8865 -0.012 -0.029 0.043
O -4.7531 -0.1059 2.7048 -0.041 -0.010 -0.040
C -3.9315 0.2594 0.5015 -0.122 0.244 -0.428
C -2.8165 0.7078 -0.1995 0.046 0.048 0.090
C -2.9625 1.2299 -1.4731 -0.020 0.061 -0.017
C -4.2094 1.3058 -2.0686 -0.236 -0.068 0.072
C -5.3097 0.8647 -1.3535 0.172 -0.016 0.061
F -6.5315 0.9395 -1.9233 0.050 -0.005 0.038
C -5.1960 0.3547 -0.0769 -0.003 -0.007 -0.043
O 0.2664 -2.0307 -0.2987 -0.270 0.112 0.050
N 2.4240 0.4275 -1.2268 0.417 -0.114 -0.099
C 3.0985 1.2029 -0.2748 0.036 0.235 0.218
C 4.4469 0.9254 -0.0620 -0.069 0.011 -0.020
C 5.1675 1.6517 0.8661 0.000 -0.017 -0.017
C 4.5519 2.6584 1.5917 0.042 0.089 0.100
C 3.2113 2.9319 1.3814 0.145 -0.036 0.021
C 2.4794 2.2126 0.4534 -0.206 0.030 -0.047
H 0.9289 -0.1925 -3.6318 -0.026 -0.013 0.014
H -0.3194 -0.8168 -2.5306 0.108 0.161 0.020
H 2.9215 -3.9303 -0.2168 0.226 -0.079 -0.069
H 1.5148 -3.8690 2.0956 -0.020 -0.085 0.244
H -0.7893 -2.4892 2.8664 -0.040 0.052 -0.060
H -2.7663 -1.3401 3.2147 -0.087 0.183 -0.350
H -1.8330 0.6652 0.2367 0.024 0.020 -0.036
H -2.0860 1.5823 -1.9938 0.078 0.033 -0.035
H -4.3413 1.7046 -3.0624 -0.034 0.032 -0.094
H -6.0688 0.0321 0.4688 -0.094 -0.009 0.036
H 2.9958 -0.2800 -1.6767 -0.264 0.082 0.102
H 4.9266 0.1383 -0.6275 0.050 -0.083 -0.059
H 6.2127 1.4304 1.0227 0.082 -0.024 0.007
H 5.1158 3.2260 2.3162 0.050 0.048 0.063
H 2.7254 3.7151 1.9435 -0.050 0.064 0.043
H 1.4369 2.4284 0.2906 -0.021 -0.002 -0.016
```
Forces are in eV/Å.

## Properties
Energy relative to the best compared isomer or geometry (same formula, charge and spin) (eV): 1.526
SMILES: O=C(CSc1ccc(/C=N/NC(=O)c2cccc(F)c2)o1)Nc1ccccc1
E_tot (eV): -45164.6817
2S+1: 1
Lowest unoccupied orbital energy (Eh): 0.0051